Molecular formula: C19H30N2OS
Method: DFT, ωB97M-V with the def2-TZVPD basis set

Last column: Mulliken charge in e.
Atoms and positions in Å:
1 C 3.779 -0.269 -6.007  -0.7487
2 S 4.182 -1.509 -5.196  -0.1625
3 C 3.078 -1.838 -3.940  1.0172
4 C 2.010 -1.102 -3.925  -0.9257
5 C 0.750 -1.450 -3.022  -0.5596
6 C 1.000 -2.409 -2.034  0.6257
7 C 0.004 -2.683 -0.840  -1.3513
8 N -0.653 -1.334 -0.512  0.2165
9 C -1.579 -1.533 0.409  -0.8060
10 C -2.263 0.002 0.745  -0.9344
11 N -1.300 0.778 1.391  0.5147
12 C -1.337 0.460 2.893  0.4682
13 C -2.427 0.365 3.644  -1.2126
14 C -2.141 0.786 5.048  -1.4706
15 C -1.346 2.121 4.781  -0.7191
16 C -0.344 1.736 3.454  -1.0774
17 C -0.151 0.792 0.691  -0.4194
18 C -0.282 1.719 -0.664  -0.9045
19 C -0.650 3.022 -0.149  -1.0169
20 O 0.122 3.725 0.433  -0.3436
21 C 0.508 -0.555 0.223  -1.4235
22 C 2.233 -3.025 -1.930  -0.9865
23 C 3.211 -3.063 -2.899  -1.0791
24 H 4.466 -0.026 -6.670  0.4390
25 H 3.449 0.551 -5.325  0.2530
26 H 2.792 -0.494 -6.623  0.2396
27 H 1.409 -0.438 -4.561  0.2808
28 H -0.142 -0.900 -2.941  0.5190
29 H -0.723 -3.289 -1.404  0.4373
30 H 0.360 -3.243 -0.066  0.6154
31 H -2.468 -1.948 -0.056  0.5062
32 H -1.601 -2.148 1.327  0.3166
33 H -3.291 -0.172 1.441  0.3875
34 H -2.606 0.437 -0.150  0.4763
35 H -0.707 -0.372 2.916  0.2332
36 H -2.994 -0.592 3.503  0.3020
37 H -3.086 0.975 3.167  0.7507
38 H -2.876 1.062 5.654  0.6204
39 H -1.827 -0.026 5.416  0.6835
40 H -1.892 3.156 4.465  0.2701
41 H -0.726 2.227 5.610  0.4048
42 H 0.588 1.512 3.790  0.4769
43 H -0.515 2.461 2.770  0.3343
44 H 0.607 1.449 1.210  0.4946
45 H -1.011 0.986 -1.220  0.3118
46 H 0.503 1.792 -1.165  0.8937
47 H -1.676 3.034 0.428  0.2342
48 H -0.855 3.457 -1.193  0.2931
49 H -0.140 4.473 0.652  0.3432
50 H 1.387 -0.326 -0.392  0.5775
51 H 0.717 -1.168 1.116  0.3082
52 H 2.369 -3.636 -1.267  0.7327
53 H 4.083 -3.528 -3.026  0.5635

**Charge**: 0
**Structure (SMILES)**: CSc1ccc(CN2CCN(C3CCCC3)[C@H](CCO)C2)cc1


Molecular formula: C2H3Cl2NO2
Method: DFT, ωB97M-V with the def2-TZVPD basis set

Last column: Mulliken charge in e.
Atoms and positions in Å:
1 C 1.286 -0.453 0.027  -0.9303
2 C -0.092 -1.052 -0.053  0.3383
3 N -1.311 1.530 0.014  0.7610
4 O -2.478 1.830 -0.068  -0.4287
5 O -0.291 2.129 -0.068  -0.3720
6 Cl -0.935 -1.497 -1.497  -0.1410
7 Cl -0.887 -1.493 1.380  -0.1480
8 H 1.996 -1.232 0.359  0.3091
9 H 1.448 -0.142 -0.920  0.3338
10 H 1.264 0.380 0.825  0.2779

**Charge**: 0


ΔE to the lowest compared entry with this formula, charge and spin: 1613.2; 552.1 (kJ/mol)